A 3-piece molecular cluster, C2H10NO3 overall at a distorted geometry, computed with ωB97M-V/def2-TZVPD.

```
16
Properties=species:S:1:pos:R:3:nbo_charge:R:1
C 2.316 0.345 0.287 -0.423
N 1.523 1.092 -0.715 -0.677
C 0.282 0.291 -1.101 0.123
O -0.406 -0.177 -0.045 -0.964
H 2.309 0.907 1.214 0.174
H 3.358 0.218 -0.053 0.154
H 2.003 -0.692 0.381 0.197
H 1.089 1.837 -0.183 0.324
H 0.693 -0.532 -1.707 0.095
H -0.293 0.980 -1.729 0.112
H -0.228 -2.865 1.229 0.433
H -0.601 -1.656 0.339 0.511
O -0.884 -2.603 0.565 -1.021
H -2.030 0.511 0.262 0.518
H -1.861 1.803 0.970 0.451
O -2.592 1.277 0.591 -1.008
```

Properties
**Total charge**: -1
**Spin multiplicity**: 1
**LUMO**: 4.088 eV

***

C34H60N2O2PbSi as an isolated structure at a distorted geometry, computed with ωB97M-V/def2-TZVPD.

```
100
Properties=species:S:1:pos:R:3:lowdin_charge:R:1
O 0.476 2.114 -0.663 -0.342
O 1.021 -0.756 -4.143 -0.209
C -0.282 3.217 -1.229 -0.258
C -0.309 4.520 -0.447 -0.071
H -1.305 2.822 -1.338 0.117
H 0.114 3.399 -2.237 0.110
H -0.640 4.371 0.585 0.059
H -1.015 5.191 -0.955 0.085
H 0.665 5.022 -0.430 0.075
C 1.857 2.418 -0.330 -0.264
C 2.784 2.409 -1.537 -0.067
H 2.161 1.647 0.395 0.102
H 1.893 3.390 0.194 0.104
H 2.710 1.485 -2.125 0.072
H 3.815 2.491 -1.180 0.077
H 2.608 3.272 -2.192 0.073
C 1.677 -2.037 -4.282 -0.266
C 1.145 0.106 -5.291 -0.264
C 2.985 -2.099 -3.522 -0.073
H 1.858 -2.249 -5.350 0.117
H 0.969 -2.778 -3.884 0.107
H 3.676 -1.342 -3.908 0.064
H 3.428 -3.089 -3.660 0.078
H 2.828 -1.930 -2.449 0.073
C 2.571 0.427 -5.697 -0.089
H 0.611 1.018 -5.018 0.115
H 0.633 -0.366 -6.144 0.115
H 3.165 0.805 -4.856 0.073
H 2.551 1.206 -6.466 0.078
H 3.071 -0.452 -6.121 0.073
H -0.718 -0.617 -2.665 0.032
N -0.059 1.267 3.462 -0.011
C -0.203 0.630 4.619 -0.346
C -0.544 -0.725 4.767 -0.054
C -0.418 -1.775 3.848 -0.342
C 0.049 1.352 5.922 -0.013
H -0.454 2.320 5.977 0.085
H 1.119 1.492 6.119 0.084
H -0.345 0.705 6.718 0.076
C -0.414 -3.194 4.372 -0.014
H 0.434 -3.771 3.970 0.092
H -1.346 -3.716 4.098 0.082
H -0.327 -3.174 5.471 0.080
N -0.307 -1.576 2.537 -0.075
C 0.571 2.544 3.405 -0.225
C -0.199 3.722 3.343 -0.239
C -1.694 3.694 3.409 -0.046
C 0.437 4.953 3.250 -0.072
H -0.192 5.852 3.198 0.118
C 1.822 5.054 3.280 -0.088
H 2.300 6.038 3.187 0.105
C 2.579 3.893 3.388 -0.062
H 3.671 3.960 3.454 0.113
C 1.979 2.640 3.470 -0.226
C 2.841 1.439 3.696 -0.039
C -0.074 -2.648 1.631 -0.273
C -1.169 -3.317 1.035 -0.225
C -2.574 -2.951 1.430 -0.036
C -0.907 -4.246 0.028 -0.065
H -1.754 -4.768 -0.437 0.113
C 0.399 -4.486 -0.394 -0.092
H 0.600 -5.234 -1.173 0.104
C 1.454 -3.737 0.129 -0.055
H 2.468 -3.853 -0.256 0.107
C 1.242 -2.825 1.156 -0.221
C 2.337 -1.954 1.685 -0.044
Pb -0.948 0.354 1.221 1.328
H -2.143 3.736 2.407 0.068
H -2.045 4.586 3.947 0.085
H -2.083 2.818 3.932 0.075
H 2.405 0.528 3.278 0.057
H 3.020 1.265 4.766 0.084
H 3.827 1.590 3.237 0.083
H -3.291 -3.572 0.872 0.083
H -2.823 -1.899 1.204 0.040
H -2.763 -3.102 2.505 0.078
H 2.307 -1.843 2.774 0.076
H 2.294 -0.940 1.261 0.069
H 3.315 -2.364 1.426 0.079
H -0.751 -1.038 5.789 0.086
C -1.452 -1.422 -2.429 -0.165
Si -2.741 -1.831 -3.775 0.481
H -0.875 -2.332 -2.248 0.010
H -1.974 -1.162 -1.493 0.001
C -3.245 -0.258 -4.678 -0.194
C -4.324 -2.607 -3.074 -0.194
C -2.212 -3.046 -5.129 -0.193
H -3.010 -3.125 -5.885 0.033
H -2.037 -4.058 -4.737 0.027
H -1.298 -2.716 -5.642 0.016
H -3.809 0.408 -4.012 0.028
H -3.872 -0.474 -5.556 0.031
H -2.349 0.277 -5.020 0.018
H -4.639 -2.114 -2.144 0.021
H -4.188 -3.679 -2.864 0.024
H -5.145 -2.512 -3.805 0.031
C -3.116 0.738 1.708 -0.366
H -3.142 1.838 1.663 -0.053
H -3.432 0.409 2.708 -0.014
H -3.788 0.324 0.942 -0.029
```

Properties
**Spin multiplicity**: 1
**LUMO**: 0.678 eV

***

Listing energy above the lowest of the compared OMol25 structures with the same formula, charge and spin for the structures above in their given order: 0.403, 0.012 eV.
Listing frontier orbital gap for the structures above in their given order: 8.18, 7.90 eV.